Molecular formula: C18H39CuNO5S2
Method: DFT, wB97M-V/def2-TZVPD

Output
Spin multiplicity ... 2
LUMO (alpha / beta) ... -0.002 / -0.004 hartree
Expectation value of S² ... 0.754
Energy ... -3576.7526 hartree
F_max ... 2.87 eV/Å
HOMO-LUMO gap (alpha / beta) ... 5.23 / 6.36 eV

The geometry in XYZ format:
```
66
Properties=species:S:1:pos:R:3:mulliken_charge:R:1
Cu 4.08089 2.46331 2.15976 -0.090
C -3.36019 0.04654 -1.34785 -1.571
C -1.82349 -0.02187 -1.49773 0.444
C -1.09382 1.35974 -1.34662 -0.536
C 0.41562 1.46699 -1.47504 0.188
N 0.96995 2.92460 -1.32157 0.478
C 2.50418 2.97718 -0.92185 -0.485
C 2.71458 4.42354 -0.32413 -0.583
C 1.33902 4.79044 0.19074 -0.674
C 0.28247 3.80529 -0.28513 -0.689
C 0.77005 3.58757 -2.74410 -0.964
H -3.49457 0.33896 -0.30644 0.312
H -3.89113 -0.89783 -1.46764 0.387
H -3.76954 0.82453 -1.99226 0.414
H -1.61496 -0.47431 -2.46721 0.272
H -1.39087 -0.66446 -0.73089 -0.174
H -1.42971 1.84094 -0.42807 0.405
H -1.50785 1.94966 -2.16435 0.127
H 0.65745 1.10512 -2.47438 0.253
H 1.00372 0.94412 -0.72083 -0.345
H 3.12883 2.58556 -1.72469 0.441
H 2.61598 2.26882 -0.10098 0.049
H 2.97604 5.17694 -1.06717 0.282
H 3.44076 4.55645 0.47780 0.335
H 0.93478 5.67183 -0.30711 0.291
H 1.26657 4.83356 1.27749 0.409
H -0.61508 4.18301 -0.77484 0.473
H 0.05524 3.16540 0.56752 0.284
H -0.23725 3.36001 -3.09292 0.362
H 1.37380 3.11530 -3.51903 0.303
H 0.91655 4.66097 -2.62394 0.404
C 1.52750 -0.28091 2.02185 -0.340
O 1.86034 1.08298 2.31767 -0.698
H 1.64078 -1.02559 2.80971 0.412
H 0.56322 -0.31012 1.51449 -0.142
H 2.14073 -0.64449 1.19732 0.133
C -2.26530 -1.70549 2.31151 0.183
C -3.08338 -2.87973 2.77125 -0.837
C -2.85377 -2.83973 4.33045 -0.784
S -2.89987 -1.05090 4.84317 1.086
O -1.62584 -0.70321 5.50325 -0.629
O -4.21687 -0.68053 5.42307 -0.657
C -2.72538 -0.53136 3.16258 -0.691
H -2.25283 -1.56186 1.23108 -0.189
H -1.21708 -1.87493 2.55773 0.062
H -2.85763 -3.84493 2.31788 0.382
H -4.12642 -2.79377 2.46665 0.331
H -1.86711 -3.21913 4.59627 0.362
H -3.60237 -3.38661 4.90369 0.473
H -2.06905 0.33875 3.17812 0.478
H -3.67306 -0.12873 2.80495 0.356
C 2.85560 -3.96667 -2.26221 -0.680
C 2.57115 -3.05253 -1.08083 -0.728
C 1.71169 -1.95379 -1.53501 0.423
S 0.33070 -2.83611 -2.44547 1.096
O -0.12960 -2.24327 -3.70706 -0.683
O -0.67697 -3.06979 -1.42856 -0.594
C 1.40468 -4.37370 -2.66472 -0.863
H 3.49306 -4.82626 -2.05512 0.374
H 3.42489 -3.39482 -2.99501 0.298
H 3.53661 -2.59702 -0.86059 0.372
H 2.09940 -3.40736 -0.16451 0.357
H 2.28507 -1.22238 -2.10455 0.453
H 1.23161 -1.32513 -0.78508 -0.752
H 1.30841 -4.93449 -3.59443 0.456
H 0.93906 -5.12432 -2.02608 0.382
```